## a
Here is a single CH3NO3S molecule from the Open Molecules 2025 dataset. Energies are from ωB97M-V/def2-TZVPD.

The geometry in XYZ format:
```
9
CH3NO3S | the Open Molecules 2025 dataset | ωB97M-V/def2-TZVPD
N 0.290 0.139 -0.374
S 1.671 -0.713 0.239
H 0.076 0.265 -1.465
O -0.291 0.894 1.686
O 1.741 -1.875 -0.555
H -1.023 1.637 -0.109
O 2.755 0.188 0.375
C -0.469 0.846 0.485
H 1.025 -1.014 1.598
```

The SMILES is O=CN[SH](=O)=O. The HOMO-LUMO gap comes out at 0.401 Ha. Its charge is 0.

## b
Here is a single CH3NO3S molecule from the Open Molecules 2025 dataset. Energies are from ωB97M-V/def2-TZVPD.

The geometry in XYZ format:
```
9
CH3NO3S | the Open Molecules 2025 dataset | ωB97M-V/def2-TZVPD
H -1.139 -2.372 -0.746
C 1.629 -0.297 -0.123
N 0.792 -1.236 0.199
O -1.339 -0.040 -0.771
S -0.875 -1.187 0.003
H 2.632 -0.509 0.318
H 0.759 1.039 -1.086
O -1.265 -1.350 1.322
O 1.657 0.811 -0.807
```

The SMILES is O=[SH](=O)/N=C\O. The HOMO-LUMO gap comes out at 0.412 Ha. Its charge is 0.

Result of the stability comparison: b is the most stable of them.

## a
Here is a single CH3NO3S molecule from the Open Molecules 2025 dataset. Energies are from ωB97M-V/def2-TZVPD.

The geometry in XYZ format:
```
9
CH3NO3S | the Open Molecules 2025 dataset | ωB97M-V/def2-TZVPD
C -1.565 0.571 -0.075
O 0.955 -0.618 -0.751
O -0.579 1.182 0.253
N 1.902 -0.026 0.053
H -2.443 1.044 -0.344
H 2.161 -0.612 0.764
O -1.706 -0.716 -0.188
S -0.197 -1.669 -0.128
H 1.473 0.845 0.416
```

The SMILES is NOSOC=O. The HOMO-LUMO gap comes out at 0.365 Ha. Its charge is 0.

## b
Here is 2 unconnected molecules or ions with the total composition CH3NO3S from the Open Molecules 2025 dataset. Energies are from ωB97M-V/def2-TZVPD.

The geometry in XYZ format:
```
9
CH3NO3S | the Open Molecules 2025 dataset | ωB97M-V/def2-TZVPD
O 0.150 0.351 -1.524
H 2.150 -0.417 0.156
O -0.022 0.889 0.732
N 1.458 -1.093 0.030
H 0.669 1.294 1.390
H 1.851 -1.973 0.452
C -3.273 0.159 -0.430
S -0.049 -0.429 -0.309
O -2.933 1.219 -0.498
```

The HOMO-LUMO gap comes out at 0.396 Ha. Its charge is 0.

Result of the stability comparison: b is the most stable of them.

## a
Here is a molecular structure, C4H10O3 from the Open Molecules 2025 dataset. Energies are from ωB97M-V/def2-TZVPD.

The geometry in XYZ format:
```
17
C4H10O3 | the Open Molecules 2025 dataset | ωB97M-V/def2-TZVPD
O 3.415 -0.732 1.896
C 2.442 -1.206 1.104
H -0.062 -1.396 -0.309
C 1.352 0.060 0.865
O -2.728 1.956 -2.223
H 0.892 0.171 1.900
H -1.203 1.338 0.202
H 0.586 -0.112 -1.156
O -2.262 -0.035 -0.959
H 1.652 1.177 0.523
H 2.683 -1.611 0.011
H -2.419 0.859 -1.766
C 0.180 -0.312 -0.159
H -1.528 0.139 1.058
H 1.708 -2.054 1.577
C -1.231 0.255 -0.027
H -3.475 1.502 -2.536
```

The HOMO-LUMO gap comes out at 0.246 Ha. Its charge is -2.

## b
Here is 2 unconnected molecules or ions with the total composition C4H10O3 from the Open Molecules 2025 dataset. Energies are from ωB97M-V/def2-TZVPD.

The geometry in XYZ format:
```
17
C4H10O3 | the Open Molecules 2025 dataset | ωB97M-V/def2-TZVPD
O -2.318 3.194 1.784
C 1.510 -2.316 -0.505
H -0.437 1.088 -1.596
H 0.498 -2.801 -0.369
H -2.007 2.585 1.053
H -1.974 2.829 2.599
H -0.387 -0.403 0.989
O -1.980 1.338 -0.291
O 2.303 -2.727 -1.494
C -0.223 -0.392 -0.099
H 1.908 -0.335 0.299
C -0.664 1.050 -0.503
C 1.218 -0.748 -0.441
H 1.513 -0.419 -1.442
H 0.078 1.718 -0.019
H 1.880 -2.537 0.555
H -0.918 -1.124 -0.520
```

The HOMO-LUMO gap comes out at 0.211 Ha. Its charge is -2.

Result of the stability comparison: b is the most stable of them.

## a
Here is a single C8H12N2 molecule from the Open Molecules 2025 dataset. Energies are from ωB97M-V/def2-TZVPD.

The geometry in XYZ format:
```
22
C8H12N2 | the Open Molecules 2025 dataset | ωB97M-V/def2-TZVPD
H 2.015 2.537 0.232
H -0.052 0.712 3.323
H 1.163 2.286 -1.381
N -0.641 -2.534 -2.257
C -0.853 0.713 -0.695
C 0.043 -2.696 -1.127
H -0.228 2.148 0.970
C 0.609 0.140 1.386
C 1.408 1.822 -0.328
H -0.341 -0.982 3.257
C 0.232 1.231 0.365
C -0.325 -0.137 2.554
C 0.210 -1.485 -0.454
N -0.443 -0.614 -1.226
H -1.442 -0.015 2.328
H -1.808 0.521 -0.202
H -1.689 -0.767 -2.949
C -0.935 -1.273 -2.328
H 2.043 0.927 -0.521
H -0.960 1.360 -1.530
H 0.397 -3.713 -0.719
H 1.597 -0.182 1.300
```

The HOMO-LUMO gap (alpha / beta) comes out at 0.278 / 0.278 Ha. Its charge is 0.

## b
Here is a single C8H12N2 molecule from the Open Molecules 2025 dataset. Energies are from ωB97M-V/def2-TZVPD.

The geometry in XYZ format:
```
22
C8H12N2 | the Open Molecules 2025 dataset | ωB97M-V/def2-TZVPD
H 2.159 2.109 -0.100
C -1.908 -0.961 -0.272
H 0.432 1.132 -1.743
H -2.732 -1.393 0.333
C 0.471 0.887 -0.674
H -0.801 2.187 0.638
C -0.733 1.088 0.314
H -1.671 0.568 -1.531
H 1.607 -1.941 0.569
C 1.767 1.090 -0.051
C 2.458 -0.003 0.230
C -1.938 0.584 -0.490
C -0.552 -0.066 1.287
H 3.427 -0.124 0.687
H -1.789 -1.427 -1.266
N 0.404 -0.817 -0.696
H 2.375 -1.561 -0.996
H -2.896 1.112 -0.435
N -0.603 -1.110 0.362
C 1.699 -1.168 -0.213
H 0.205 -0.056 2.086
H -1.381 -0.132 1.959
```

The SMILES is C1=C[C@@H]2[C@H]3CCN(C3)N2C1. The HOMO-LUMO gap comes out at 0.360 Ha. Its charge is 0.

Result of the stability comparison: b is the most stable of them.